The following is a quantum chemistry calculation of a molecular structure, C2H4F2K, from OMol25.

Gap between HOMO and LUMO: 0.4781 hartree
Net charge: +1
LUMO: -3.857 eV
Relative energy (zero: lowest compared OMol25 entry of this formula, charge and spin): 26.3 kJ/mol
DFT total energy: -878.07966 hartree
E_HOMO: -0.620 Eh
Largest force on an atom: 0.048 hartree/bohr

Each line ends with the natural charge from an NBO analysis.
Geometry (Å):
F 1.030 1.063 -0.042  -0.38
F 0.473 -0.718 -1.206  -0.38
C -0.756 -0.251 0.745  -0.69
C -0.034 0.302 -0.446  0.55
H -0.068 -0.863 1.353  0.23
H -1.601 -0.883 0.425  0.26
H -1.147 0.568 1.373  0.26
H -0.659 0.932 -1.110  0.17
K 2.761 -0.151 -1.092  0.99



The following is a quantum chemistry calculation of a molecular structure, C2H4F2K, from OMol25.

Gap between HOMO and LUMO: 0.4213 hartree
Net charge: +1
LUMO: -4.221 eV
Relative energy (zero: lowest compared OMol25 entry of this formula, charge and spin): 63.2 kJ/mol
DFT total energy: -878.06560 hartree
E_HOMO: -0.576 Eh
Largest force on an atom: 0.022 hartree/bohr

Each line ends with the natural charge from an NBO analysis.
Geometry (Å):
F -0.545 -3.872 2.214  -0.38
F -1.216 -1.051 2.299  -0.38
C -0.163 -2.980 3.205  0.00
C 0.011 -1.602 2.640  0.00
H -0.931 -2.991 4.001  0.18
H 0.788 -3.331 3.649  0.20
H 0.499 -0.944 3.385  0.20
H 0.650 -1.618 1.736  0.18
K -3.296 -2.975 0.259  1.00



The following is a quantum chemistry calculation of a single C2H4F2N2O molecule, from OMol25.

Gap between HOMO and LUMO: 0.3906 hartree
Structure (SMILES): [H]/N=C(\NO)C(F)F
LUMO: 0.542 eV
Relative energy (zero: lowest compared OMol25 entry of this formula, charge and spin): 187.3 kJ/mol
DFT total energy: -462.99442 hartree
E_HOMO: -0.371 Eh
Largest force on an atom: 0.099 hartree/bohr

Each line ends with the natural charge from an NBO analysis.
Geometry (Å):
H -1.335 1.751 -0.329  0.36
N -0.308 1.580 -0.240  -0.66
C 0.055 0.471 0.116  0.33
N -0.757 -0.610 0.572  -0.34
O -2.143 -0.704 0.505  -0.52
C 1.470 -0.016 -0.053  0.52
F 2.213 0.252 1.112  -0.33
F 1.620 -1.296 -0.457  -0.33
H -0.462 -1.501 0.242  0.36
H -2.223 -0.463 -0.459  0.45
H 1.870 0.536 -1.008  0.16